Entry from OMol25: a molecular structure, C5H10N2O2PS in a non-equilibrium geometry (ωB97M-V/def2-TZVPD).

XYZ file:
```
21
Properties=species:S:1:pos:R:3:forces:R:3:mulliken_charge:R:1
C 2.88786 -0.20563 0.12545 -0.8 2.2 -2.4 0.541
C -1.86631 -1.07696 -1.82460 1.0 -1.4 -3.2 -1.000
C 0.14100 1.80369 1.26645 -2.4 -2.7 0.9 -1.101
C -1.46375 0.05275 -0.90956 2.6 -1.5 1.0 -0.525
C 0.18205 0.29588 1.62713 -1.4 0.8 -0.1 -0.713
N 2.17584 -0.89018 -0.89861 0.0 -1.7 0.2 -0.444
N 0.94502 -1.14566 -0.90356 0.5 -0.5 -0.1 -0.044
O 3.40749 -0.49427 1.14085 0.6 -1.6 2.1 -0.550
O -1.11248 -2.31862 0.99442 3.6 5.5 -2.6 -0.826
P -0.19128 -0.80487 0.27309 -4.9 -4.8 1.7 0.682
S 2.86876 1.23859 -0.78915 0.5 1.3 -0.2 -0.463
H -0.97406 -1.82704 -1.90264 -1.7 1.3 -0.1 0.273
H -2.75484 -1.71608 -1.71711 0.2 0.6 1.0 0.296
H -2.00257 -0.65713 -2.88668 0.3 -0.5 1.3 0.261
H 0.35439 2.34668 2.10026 0.7 1.5 2.7 0.470
H 0.88279 2.00545 0.60614 1.8 0.7 -2.4 0.142
H -0.85295 2.11500 1.00804 -0.4 0.1 -0.8 0.333
H -2.21714 0.51994 -0.33347 -0.8 0.6 0.4 0.446
H -0.80527 0.74947 -1.45665 -0.6 0.1 0.2 0.291
H -0.63165 -0.08120 2.26200 -0.2 0.6 0.1 0.405
H 1.02711 0.09019 2.21818 1.5 -0.6 0.2 0.526
```
Positions in Å, forces in eV/Å.

Calculated values
Energy relative to the best compared isomer or geometry (same formula, charge and spin): 160.8 kJ/mol
LUMO energy: 3.34 eV
Energy: -1195.97822 Ha
Orbital gap: 7.82 eV
Charge: -1
E_HOMO: -4.49 eV

---

Entry from OMol25: a molecular structure, C41H54N8O12Sr in a non-equilibrium geometry (ωB97M-V/def2-TZVPD).

XYZ file:
```
116
Properties=species:S:1:pos:R:3:forces:R:3:mulliken_charge:R:1
Sr 0.32485 0.04481 0.66789 -0.7 -0.8 2.4 1.397
C 0.10432 3.89617 -1.66347 -0.1 0.0 0.2 -0.656
O -0.57315 3.50757 -0.48516 0.1 -0.1 -0.1 0.058
C -1.97364 3.46307 -0.62706 -0.1 -0.1 -0.1 -0.548
C -2.48420 2.34241 -1.51951 -0.1 0.0 0.2 -0.462
O -2.76712 1.20780 -0.71570 0.2 -0.1 -0.1 -0.096
C -3.35879 0.15418 -1.44134 0.2 0.0 0.0 -0.661
C -3.08286 -1.14902 -0.72064 -0.1 0.1 0.0 -0.777
O -1.73644 -1.56314 -0.77408 0.1 0.2 -0.1 0.286
C -1.28649 -1.92539 -2.07155 -0.1 0.1 0.0 -0.818
H -0.39481 4.75649 -2.12951 0.0 0.0 0.0 0.419
H 0.17608 3.08485 -2.39044 0.0 -0.1 0.0 0.290
H 1.10803 4.17549 -1.35457 0.0 0.0 0.0 -0.289
H -2.33493 4.42406 -1.02091 0.0 0.0 0.0 0.498
H -2.37642 3.30536 0.37498 -0.1 0.1 -0.1 -0.141
H -1.73215 2.08046 -2.27195 -0.1 0.0 -0.1 0.253
H -3.40039 2.66973 -2.02971 0.0 0.0 0.0 0.498
H -2.95268 0.11550 -2.45944 0.0 0.0 0.0 0.422
H -4.44387 0.30545 -1.52076 0.0 0.0 0.0 0.393
H -3.73633 -1.92982 -1.13269 0.0 0.0 0.0 0.455
H -3.30632 -1.00753 0.33795 -0.1 -0.1 0.0 0.094
H -2.04015 -2.53722 -2.58329 0.0 0.0 0.0 0.399
H -0.38151 -2.51116 -1.93471 0.1 -0.1 0.0 0.041
H -1.05524 -1.05063 -2.68518 0.0 0.0 0.0 0.265
O 4.56780 -2.38006 2.24930 0.2 0.0 -0.2 -0.555
C 3.46461 -1.79544 1.74773 -0.1 -0.1 0.5 -0.580
O 2.49760 -1.58153 2.44192 0.1 0.2 -0.2 -0.275
C 3.58114 -1.49362 0.29604 0.1 0.0 -0.2 -0.004
C 4.70147 -1.87479 -0.42098 0.0 0.0 0.1 -0.935
C 4.74632 -1.57143 -1.77613 0.0 0.0 0.0 -1.142
C 3.68226 -0.90265 -2.34125 0.0 -0.1 0.0 -0.680
C 2.59624 -0.54614 -1.53910 0.1 0.0 -0.2 0.579
N 2.54889 -0.84078 -0.24454 0.4 -0.1 -0.3 1.528
C 1.42497 0.21587 -2.19066 0.1 0.2 -0.6 -0.689
O 1.51835 0.40062 -3.40337 0.0 0.0 0.2 -0.839
O 0.48740 0.57266 -1.41999 0.4 0.4 -2.2 -0.401
H 4.44716 -2.47617 3.20223 -0.1 0.0 0.1 0.481
H 5.50975 -2.39209 0.07341 0.0 0.0 0.0 0.600
H 5.60523 -1.85506 -2.37028 0.0 0.0 0.0 0.428
H 3.63873 -0.64202 -3.38880 0.0 0.0 0.0 0.663
C 1.60553 1.43846 5.51290 -0.1 0.0 -0.1 -0.865
O 1.92190 2.58298 4.74479 -0.2 -0.1 -0.1 -0.242
C 3.21618 2.97952 4.66999 0.1 0.2 -0.1 0.718
C 4.18436 2.62643 5.59389 0.1 0.0 0.0 -0.269
C 5.47891 3.12695 5.48837 0.0 0.0 0.0 -0.792
C 5.79693 3.98985 4.45722 0.0 0.0 0.0 -0.807
C 4.83489 4.32301 3.51254 0.0 0.0 0.0 -0.705
C 3.54635 3.81408 3.58186 0.0 0.0 0.1 0.561
N 2.58896 4.15455 2.60681 -0.2 0.1 0.0 0.049
C 1.66675 3.13164 2.14212 0.5 0.0 0.1 -2.083
N 0.41024 3.51710 2.36311 -0.2 0.1 0.2 0.724
C -0.84122 2.85225 2.47996 -0.2 -0.2 0.1 -0.259
C -1.04716 1.49098 2.26442 -0.1 0.4 0.6 -0.616
C -2.35371 1.05118 2.55535 0.1 0.0 0.0 -0.700
C -3.37884 1.88223 2.97002 -0.1 -0.1 0.0 -1.262
C -3.14074 3.24201 3.14155 0.0 0.1 0.0 -0.427
C -1.86610 3.72174 2.90966 0.1 0.0 0.0 1.702
O -1.51382 5.04122 3.08261 0.0 0.0 0.0 -0.377
C -2.50984 5.92769 3.53625 0.0 0.1 0.0 -1.075
N 2.09624 2.03905 1.60232 -0.6 -0.2 0.0 1.414
C 3.47904 1.93340 1.36403 0.2 0.2 0.0 0.154
C 4.29494 1.14351 2.16218 0.0 0.0 0.0 -0.410
C 5.65063 0.98866 1.89906 0.0 -0.1 0.1 -0.723
C 6.21483 1.63268 0.81600 0.0 0.0 0.0 -1.261
C 5.43486 2.47480 0.02959 0.1 0.0 0.0 -0.528
C 4.08919 2.65113 0.31494 -0.1 -0.2 0.1 0.523
O 3.28943 3.53447 -0.34853 0.0 0.0 0.0 0.231
C 3.88521 4.29417 -1.38298 0.0 0.0 -0.1 -1.356
H 2.22093 0.58230 5.21541 0.0 0.0 0.0 0.371
H 0.56315 1.22187 5.28877 0.0 0.0 0.0 0.134
H 1.72876 1.62434 6.58367 0.0 0.0 0.0 0.369
H 3.93366 1.96442 6.41240 0.0 0.0 0.0 0.400
H 6.22421 2.84821 6.22229 0.0 0.0 0.0 0.398
H 6.79898 4.38983 4.36978 0.0 0.0 0.0 0.397
H 5.09335 4.97577 2.68471 0.0 0.0 0.0 0.361
H 2.99637 4.65289 1.82808 0.1 0.0 -0.1 0.305
H 0.37346 4.44360 2.75563 0.1 0.0 0.1 0.458
H -2.58359 -0.01192 2.45049 -0.1 0.0 -0.1 -0.001
H -4.37409 1.49154 3.15842 0.0 0.0 0.0 0.375
H -3.94085 3.90199 3.44805 0.0 0.0 0.0 0.460
H -2.03038 6.90049 3.62151 0.0 0.0 0.0 0.289
H -2.89687 5.63415 4.51616 0.0 0.0 0.0 0.381
H -3.34020 5.99796 2.82850 0.0 0.0 0.0 0.367
H 3.84721 0.69449 3.03842 0.0 -0.1 0.0 0.358
H 6.26271 0.37524 2.54898 0.0 0.0 0.0 0.408
H 7.26756 1.51630 0.59037 0.0 0.0 0.0 0.448
H 5.90045 3.01045 -0.78645 0.0 0.0 0.0 0.497
H 3.11099 4.96105 -1.75406 0.0 0.0 0.0 0.264
H 4.23229 3.65731 -2.20118 0.0 0.0 0.0 0.427
H 4.72406 4.89007 -1.01034 0.0 0.0 0.0 0.433
N 0.95914 -4.59538 -0.61996 0.0 0.2 -0.1 -0.578
C 1.10522 -4.31515 0.80755 0.0 -0.2 0.0 2.570
C 1.41790 -5.59324 1.62198 -0.1 0.0 0.2 -1.347
C 0.98147 -5.69586 3.09476 0.1 0.2 -0.2 -0.541
C 1.47808 -4.58934 4.04183 -0.1 -0.3 0.0 -0.958
N 0.65204 -3.38392 4.10234 -0.2 0.1 -0.3 0.378
C -0.64573 -3.37278 4.40280 0.4 0.0 0.3 0.632
N -1.38316 -2.32356 4.04353 0.1 -0.1 -0.3 -0.097
N -1.16004 -4.33655 5.18186 -0.1 0.0 -0.1 -0.373
C -0.17154 -3.60306 1.27862 0.0 0.2 0.6 -0.005
O -1.14027 -4.31464 1.58145 -0.1 0.1 -0.2 -0.771
O -0.08978 -2.34171 1.44092 -0.1 -0.1 0.1 0.947
H 0.10998 -5.12985 -0.77097 0.0 0.0 0.0 0.318
H 1.74094 -5.14015 -0.96456 0.0 0.0 0.0 0.273
H 1.93136 -3.61315 0.91147 0.0 0.1 0.0 -1.699
H 2.49973 -5.75919 1.56379 0.0 -0.1 0.0 0.394
H 0.93890 -6.42930 1.10820 0.0 0.0 0.0 0.347
H 1.36860 -6.64510 3.47372 0.0 0.0 0.1 0.401
H -0.10708 -5.73943 3.12002 0.0 0.0 0.0 0.436
H 2.46835 -4.26791 3.71980 0.0 0.1 0.1 0.174
H 1.58285 -4.98962 5.05446 0.1 0.0 0.0 0.357
H 0.95482 -2.60934 3.52140 0.0 0.0 -0.2 -0.019
H -1.10946 -1.94408 3.12720 0.0 0.0 0.0 -0.229
H -2.37572 -2.38106 4.20115 0.0 0.1 0.0 0.250
H -0.60801 -5.14218 5.41146 0.0 0.0 0.0 0.210
H -2.15752 -4.42110 5.25937 0.0 -0.1 0.0 0.214
```
Positions in Å, forces in eV/Å.

Calculated values
Energy relative to the best compared isomer or geometry (same formula, charge and spin): 48.7 kJ/mol
LUMO energy: -0.07 eV
Energy: -2966.48153 Ha
Orbital gap: 6.65 eV
E_HOMO: -6.72 eV

---

Entry from OMol25: a molecular structure, C17H23IMnN2O5 in a non-equilibrium geometry (ωB97M-V/def2-TZVPD).

XYZ file:
```
49
Properties=species:S:1:pos:R:3:forces:R:3:lowdin_spin:R:1
Mn 0.70750 -0.58554 0.74244 1.5 -0.1 -0.8 4.733
C 0.12798 -3.58473 -2.12754 -0.3 -1.0 -1.7 0.002
C -0.08360 -3.15245 -0.71509 0.3 0.2 1.0 0.008
C -0.34099 -4.42099 0.13498 -0.3 0.6 0.5 0.001
O 0.99401 -2.44210 -0.22621 -0.7 0.7 0.3 0.060
H -0.75917 -4.09700 -2.53928 -0.2 0.1 0.2 0.000
H 0.90413 -4.35640 -2.21268 0.3 0.3 0.1 0.000
H 0.32114 -2.78940 -2.85190 0.3 0.2 0.4 0.000
H -1.01970 -2.56217 -0.71996 -0.1 0.1 0.1 0.001
H 0.55093 -5.04937 0.10834 -0.1 -0.2 -0.2 0.000
H -1.26335 -4.93124 -0.16549 0.2 -0.3 -0.3 0.000
H -0.48786 -4.16397 1.18992 0.1 0.3 -0.1 0.000
I 0.73596 -1.23502 3.41178 -0.1 -0.1 0.5 0.053
C 4.43582 1.66636 -0.10388 -0.4 1.1 -0.3 0.003
C 4.76745 3.07057 -0.01993 0.5 -0.9 -0.6 0.001
C 3.67151 4.11035 0.38749 0.2 -0.4 0.7 0.001
O 4.03504 5.28094 0.50152 -0.3 0.3 -0.3 0.001
C 2.38085 3.58848 0.69425 1.1 0.3 -0.4 0.001
C 2.14691 2.22208 0.71783 -2.0 0.8 -0.5 0.002
C 3.18296 1.22873 0.23377 0.1 -1.6 1.4 0.003
O 2.89420 -0.01910 0.31881 -1.1 0.8 -0.3 0.035
O 0.96260 1.82433 0.99540 0.5 -1.4 -0.1 0.025
O 5.89804 3.48543 -0.27323 0.1 0.3 0.0 0.003
H 5.12040 0.91236 -0.46666 0.4 0.2 0.1 0.000
H 1.57952 4.27697 0.92786 -0.1 0.0 0.2 0.000
C 1.67080 2.46734 -4.13423 0.5 -0.3 0.3 0.000
C 1.42924 3.13622 -2.77740 0.2 1.4 -1.0 0.000
C 0.03578 2.84061 -2.20018 0.2 0.7 -0.5 0.002
C -0.00524 1.45263 -1.79059 -0.3 1.0 0.0 0.011
N 0.02930 0.34997 -1.51273 -0.2 -1.2 0.4 0.017
H 0.81032 2.59130 -4.79500 -0.1 -0.1 0.1 0.000
H 1.92942 1.41034 -4.05387 -0.1 0.0 0.0 0.000
H 2.50148 2.97792 -4.62648 0.1 -0.2 0.0 0.000
H 1.53520 4.19660 -3.04860 -0.7 0.1 0.4 0.000
H 2.24615 3.05242 -2.06054 -0.2 -0.8 0.1 0.000
H -0.72981 3.01972 -2.96420 0.2 -0.4 -0.2 0.000
H -0.28042 3.54613 -1.43148 0.5 -0.4 0.6 0.001
C -5.58760 -1.84610 4.11840 -0.8 1.1 0.5 0.000
C -4.78754 -1.13249 3.03015 0.7 0.2 1.1 0.000
C -3.54834 -1.99914 2.71978 -0.4 0.2 -1.3 0.002
C -2.62072 -1.33303 1.79135 -0.3 -0.3 0.8 0.009
N -1.87280 -0.79466 1.11778 0.3 0.3 -0.6 0.023
H -4.95968 -2.24463 4.91634 0.2 -0.8 -0.5 0.000
H -6.31181 -2.50450 3.63901 0.4 -0.7 0.4 0.000
H -6.20168 -1.18174 4.74527 -0.1 0.4 -0.6 0.000
H -4.43600 -0.16015 3.38350 0.0 -0.1 0.1 0.000
H -5.40904 -0.90283 2.16718 0.1 -0.3 -0.2 0.000
H -3.88025 -2.90685 2.20836 0.1 -0.1 0.1 0.000
H -3.01903 -2.31219 3.61566 0.2 0.3 0.1 0.001
```
Positions in Å, forces in eV/Å.

Calculated values
LUMO energy (alpha / beta): 3.95 / 3.95 eV
Energy: -2596.08776 Ha
Orbital gap (alpha / beta): 5.23 / 5.23 eV
Multiplicity: 6
⟨S²⟩: 8.75
Charge: -2
E_HOMO (alpha / beta): -1.28 / -1.27 eV